(1)
DFT (ωB97M-V with the def2-TZVPD basis set) results for 2 unconnected molecules or ions with the total composition C11H21FN3O in a non-equilibrium geometry.

E_tot	-770.7698	a.u.
orbital gap	8.5	eV

The geometry in ORCA input format:
```
! wB97M-V def2-TZVPD RIJCOSX def2/J DEFGRID3
* xyz 1 1
C -0.2677 -2.5012 2.3207
C 0.7289 -2.1875 1.1027
C -0.0604 -1.9661 -0.2527
F 0.7983 -2.0418 -1.3895
C -0.9899 -0.6894 -0.2860
N -1.6564 -0.5764 -1.4202
C -2.5411 0.6329 -1.3084
C -2.4935 1.3011 0.1362
N -3.7487 0.9759 0.8700
C -1.3003 0.4234 0.7718
C -0.1587 1.4630 1.1987
C 1.2275 1.2993 0.4457
O 1.7757 2.6424 0.3348
H -1.2981 -2.0525 2.1731
H -0.4133 -3.6092 2.4567
H 0.2104 -2.0665 3.2470
H 1.4370 -1.3435 1.3331
H 1.3298 -3.1408 0.9534
H -0.7537 -2.8636 -0.3621
H -1.6347 -1.1950 -2.2372
H -2.5404 1.3444 -2.1831
H -3.5723 0.1404 -1.2915
H -2.3945 2.4185 0.0886
H -3.7160 -0.0155 1.1260
H -3.7932 1.5284 1.7310
H -1.6417 -0.0146 1.7490
H -0.4722 2.5435 1.0972
H 0.0465 1.2850 2.3023
H 1.9144 0.6808 1.1082
H 1.1584 0.8916 -0.6046
H 2.6121 2.5416 -0.1574
C 3.5053 0.2288 -2.5618
C 4.0850 1.5927 -2.4064
N 4.5340 2.6565 -2.2859
H 3.9633 -0.2741 -3.4136
H 3.6904 -0.3550 -1.6596
H 2.4299 0.3028 -2.7259
*
```

=====

(2)
DFT (ωB97M-V with the def2-TZVPD basis set) results for a molecular structure, C11H21N2 in a non-equilibrium geometry.

relative energy (zero: lowest compared OMol25 entry of this formula, charge and spin)	40.4	kcal/mol
E_tot	-540.9140	a.u.
orbital gap	10.6	eV

The geometry in ORCA input format:
```
! wB97M-V def2-TZVPD RIJCOSX def2/J DEFGRID3
* xyz 1 1
C 1.4016 0.5035 -1.6475
C 0.1882 0.6262 -1.2630
C 2.6044 0.1546 -0.7356
C 2.3833 -1.1515 0.0332
C 1.5114 -1.1213 1.2805
C -2.3128 -0.8738 -0.9234
C -1.9400 -2.1254 -0.1444
C -1.8708 0.3408 -0.0174
C 0.0650 -1.1029 1.0467
C -0.5934 3.1272 0.5164
C -0.0686 1.6589 0.9913
N -0.5786 -2.0511 0.3802
N -0.3854 0.4800 0.0736
H 1.5157 0.5259 -2.7196
H -0.4927 0.9006 -2.0727
H 3.4659 -0.0582 -1.3432
H 2.8633 1.0509 -0.0678
H 1.9472 -1.9195 -0.6987
H 3.3613 -1.4922 0.2736
H 1.8587 -1.9137 1.9479
H 1.6104 -0.1431 1.7961
H -1.7665 -0.8598 -1.9555
H -3.4515 -0.7038 -1.0487
H -2.6960 -2.2452 0.6505
H -2.0220 -2.9336 -0.8768
H -2.2724 1.2220 -0.4469
H -2.1868 0.0398 0.9672
H -0.5007 -0.8020 1.7713
H -0.1599 3.3716 -0.4572
H -1.6501 3.2928 0.6638
H -0.0215 3.7581 1.1821
H -0.6525 1.4385 2.0008
H 0.9750 1.7232 1.0934
H -0.1290 -2.7173 -0.2499
*
```

=====

(3)
DFT (ωB97M-V with the def2-TZVPD basis set) results for a gas-phase ion, C11H21N2O (charge +1) in a non-equilibrium geometry.

relative energy (zero: lowest compared OMol25 entry of this formula, charge and spin)	113.2	kcal/mol
structure (SMILES)	CC(C)=[N+](C)/C=C(/C[C@H]1CO1)N(C)C
E_tot	-616.0875	a.u.
orbital gap	8.1	eV

The geometry in ORCA input format:
```
! wB97M-V def2-TZVPD RIJCOSX def2/J DEFGRID3
* xyz 1 1
C 2.1966 0.0187 2.2260
C 1.1459 1.0851 2.1660
C 1.1608 2.1211 3.2086
N 0.2758 1.0706 1.1896
C -0.7175 2.0973 1.1785
C 0.4707 0.3207 0.0466
C -0.4068 -0.0560 -0.9225
C 0.1856 -0.4705 -2.2379
C 0.6230 -2.0358 -2.2870
C 1.9850 -2.3548 -2.8916
O 1.7443 -2.4404 -1.5062
N -1.7329 -0.1437 -0.7193
C -2.1886 -0.6969 0.5052
C -2.6114 -0.5978 -1.8227
H 2.2111 -0.3718 3.2788
H 3.1759 0.4602 1.8468
H 1.6925 -0.8213 1.6320
H 1.8095 1.7953 3.9865
H 0.2150 2.2342 3.5756
H 1.4275 3.0786 2.8387
H -1.3171 2.2347 2.1092
H -0.3071 3.0110 0.7721
H -1.5609 1.8896 0.4198
H 1.5100 0.1776 -0.2648
H -0.6013 -0.3643 -2.9744
H 1.0147 0.2087 -2.4832
H -0.3634 -2.6117 -2.2847
H 2.2162 -3.2377 -3.4041
H 2.3254 -1.5147 -3.3952
H -1.7986 -1.7153 0.6451
H -2.0049 0.0168 1.4519
H -3.3256 -0.5708 0.3824
H -2.5596 0.4444 -2.4512
H -2.2049 -1.4972 -2.3130
H -3.6848 -0.7641 -1.5017
*
```

=====

(4)
DFT (ωB97M-V with the def2-TZVPD basis set) results for a single C11H21N3O4 molecule in a non-equilibrium geometry.

relative energy (zero: lowest compared OMol25 entry of this formula, charge and spin)	12.0	kcal/mol
structure (SMILES)	CC[C@H](C)[C@H](N)C(=O)N[C@@H](CCC(N)=O)C(=O)O
E_tot	-897.0401	a.u.
orbital gap	9.8	eV

The geometry in ORCA input format:
```
! wB97M-V def2-TZVPD RIJCOSX def2/J DEFGRID3
* xyz 0 1
C -0.6226 -4.1233 0.1965
C -1.1959 -3.7844 -1.1770
C -0.3172 -2.9474 -2.1361
C 0.8572 -3.7985 -2.6237
C 0.0061 -1.5381 -1.5930
N 0.4344 -0.5681 -2.6566
C 1.0456 -1.4353 -0.4800
O 2.0086 -2.1547 -0.3105
N 0.9046 -0.3751 0.4066
C 0.0604 0.8264 0.3096
C -0.4753 1.1578 1.6737
C -1.6197 2.2239 1.6326
C -1.4870 3.2783 2.7547
N -0.2301 3.8327 2.8087
O -2.4397 3.5860 3.4655
C 0.8337 2.0230 -0.2754
O 1.1527 3.0322 0.3445
O 1.1218 1.8857 -1.5621
H 0.3772 -4.6254 0.0756
H -1.3114 -4.7971 0.7402
H -0.4631 -3.2423 0.8065
H -2.2034 -3.3263 -1.1150
H -1.3654 -4.7010 -1.7383
H -0.9538 -2.7720 -3.0088
H 1.3623 -3.2867 -3.5028
H 0.4602 -4.7840 -2.9663
H 1.5555 -3.9667 -1.8171
H -0.9410 -1.1785 -1.1755
H 1.3521 -0.8858 -3.0661
H -0.2638 -0.5874 -3.3901
H 1.6059 -0.3642 1.1304
H -0.7623 0.5652 -0.3843
H 0.3267 1.5193 2.3203
H -0.8424 0.2182 2.0920
H -2.6447 1.8201 1.6871
H -1.5285 2.7573 0.6806
H 0.4356 3.7088 2.0323
H -0.0680 4.6183 3.4005
H 0.8506 0.9937 -1.9031
*
```

=====

(5)
DFT (ωB97M-V with the def2-TZVPD basis set) results for a single C11H21N3O4 molecule in a non-equilibrium geometry.

relative energy (zero: lowest compared OMol25 entry of this formula, charge and spin)	34.3	kcal/mol
structure (SMILES)	CC[C@H](C)[C@H](N)C(=O)N[C@@H](CCC(N)=O)C(=O)O
E_tot	-897.0045	a.u.
orbital gap	9.7	eV

The geometry in ORCA input format:
```
! wB97M-V def2-TZVPD RIJCOSX def2/J DEFGRID3
* xyz 0 1
C -1.4606 2.6714 -2.4021
C -0.4746 1.9719 -1.4759
C -0.7411 2.3362 0.0079
C -0.8802 3.8685 0.2019
C 0.3101 1.7880 1.0537
N 1.6734 2.2609 0.8803
C 0.0877 0.1941 1.1092
O -1.0298 -0.2496 1.0460
N 1.2039 -0.5153 1.1560
C 1.0313 -1.8525 1.4003
C 0.8223 -2.7108 0.0775
C -0.5226 -3.4302 -0.1152
C -1.0531 -3.2338 -1.5399
N -1.7063 -2.0394 -1.7145
O -0.8592 -4.0187 -2.4131
C 2.2763 -2.3755 2.1528
O 3.2958 -1.7655 2.0460
O 2.1936 -3.3857 2.9465
H -1.4331 2.2503 -3.4201
H -1.2670 3.7060 -2.5414
H -2.4508 2.6214 -2.0199
H -0.4705 0.8921 -1.5937
H 0.5001 2.3937 -1.7048
H -1.7150 1.9541 0.2765
H -1.1441 4.0259 1.2447
H 0.0887 4.3257 0.1254
H -1.5864 4.4305 -0.4352
H -0.0267 2.1689 2.0481
H 2.0879 1.9236 0.0040
H 2.2822 2.0352 1.7024
H 2.1643 -0.2434 0.8788
H 0.1611 -2.1267 2.0140
H 1.6227 -3.4574 -0.0551
H 0.9643 -2.0722 -0.7767
H -0.3880 -4.4814 0.1311
H -1.2799 -2.9679 0.5964
H -1.9405 -1.8087 -2.6851
H -1.6147 -1.2983 -1.0134
H 1.2786 -3.7856 2.8071
*
```

=====

(6)
DFT (ωB97M-V with the def2-TZVPD basis set) results for a single C11H21N3O4 molecule in a non-equilibrium geometry.

relative energy (zero: lowest compared OMol25 entry of this formula, charge and spin)	108.1	kcal/mol
structure (SMILES)	CC(C)C[C@H](NC(=O)[C@@H](N)CCC(N)=O)C(=O)O
E_tot	-896.8870	a.u.
orbital gap	9.4	eV

The geometry in ORCA input format:
```
! wB97M-V def2-TZVPD RIJCOSX def2/J DEFGRID3
* xyz 0 1
C -4.0744 1.0873 -0.4219
C -2.7273 1.7157 -0.6958
C -2.1191 2.5849 0.4721
C -1.5722 0.5419 -1.0271
C -1.3670 -0.2123 0.3204
N 0.0714 -0.4521 0.7352
C 0.9424 -1.1531 -0.0667
O 0.5733 -1.7984 -1.0712
C 2.3827 -1.2117 0.4515
N 2.7051 -2.5437 0.2701
C 3.2857 -0.3088 -0.5859
C 2.8678 0.9749 -1.0860
C 2.2087 1.7406 0.0539
N 2.9229 2.5434 0.9885
O 0.9773 1.7400 0.2616
C -2.0051 -1.5667 0.3191
O -2.3580 -2.1830 -0.6506
O -2.4883 -2.0835 1.5259
H -4.9373 1.7744 -0.2706
H -3.9637 0.5605 0.6073
H -4.3937 0.3865 -1.0910
H -2.8625 2.3209 -1.5590
H -2.8511 3.5319 0.5963
H -1.1917 2.9936 0.0028
H -1.9505 2.1004 1.4412
H -2.0277 -0.0910 -1.8058
H -0.7092 1.0541 -1.6068
H -1.8422 0.5187 1.0548
H 0.1336 0.4225 1.3185
H 2.5771 -0.7999 1.4904
H 3.6724 -2.8183 0.2675
H 2.2659 -2.6667 -0.6285
H 4.2663 -0.3264 -0.0021
H 3.5071 -0.9963 -1.4542
H 3.9375 1.3965 -1.3328
H 2.1492 0.8200 -1.9210
H 2.4731 2.6795 1.8341
H 3.9485 2.6884 0.8220
H -2.6653 -2.9401 1.3548
*
```

=====

Number 5 is which compound? C11H21N3O4

=====

Number 4 is which compound? C11H21N3O4

=====

The lowest orbital gap belongs to which entry? C11H21N2O

=====

What did the sixth record say?
DFT (ωB97M-V with the def2-TZVPD basis set) results for a single C11H21N3O4 molecule in a non-equilibrium geometry.

relative energy (zero: lowest compared OMol25 entry of this formula, charge and spin)	108.1	kcal/mol
structure (SMILES)	CC(C)C[C@H](NC(=O)[C@@H](N)CCC(N)=O)C(=O)O
E_tot	-896.8870	a.u.
orbital gap	9.4	eV

The geometry in ORCA input format:
```
! wB97M-V def2-TZVPD RIJCOSX def2/J DEFGRID3
* xyz 0 1
C -4.0744 1.0873 -0.4219
C -2.7273 1.7157 -0.6958
C -2.1191 2.5849 0.4721
C -1.5722 0.5419 -1.0271
C -1.3670 -0.2123 0.3204
N 0.0714 -0.4521 0.7352
C 0.9424 -1.1531 -0.0667
O 0.5733 -1.7984 -1.0712
C 2.3827 -1.2117 0.4515
N 2.7051 -2.5437 0.2701
C 3.2857 -0.3088 -0.5859
C 2.8678 0.9749 -1.0860
C 2.2087 1.7406 0.0539
N 2.9229 2.5434 0.9885
O 0.9773 1.7400 0.2616
C -2.0051 -1.5667 0.3191
O -2.3580 -2.1830 -0.6506
O -2.4883 -2.0835 1.5259
H -4.9373 1.7744 -0.2706
H -3.9637 0.5605 0.6073
H -4.3937 0.3865 -1.0910
H -2.8625 2.3209 -1.5590
H -2.8511 3.5319 0.5963
H -1.1917 2.9936 0.0028
H -1.9505 2.1004 1.4412
H -2.0277 -0.0910 -1.8058
H -0.7092 1.0541 -1.6068
H -1.8422 0.5187 1.0548
H 0.1336 0.4225 1.3185
H 2.5771 -0.7999 1.4904
H 3.6724 -2.8183 0.2675
H 2.2659 -2.6667 -0.6285
H 4.2663 -0.3264 -0.0021
H 3.5071 -0.9963 -1.4542
H 3.9375 1.3965 -1.3328
H 2.1492 0.8200 -1.9210
H 2.4731 2.6795 1.8341
H 3.9485 2.6884 0.8220
H -2.6653 -2.9401 1.3548
*
```